[1]
Formula: C13H28Cl2N5O5S3
Source: the OMol25 dataset
Level of theory: ωB97M-V with the def2-TZVPD basis set

Last column: natural (NBO) charge in e.
Geometry (Å):
C -0.4847 -3.4009 0.5613  -0.655
C 0.7523 -3.0732 -0.2266  -0.003
Cl 2.0815 -4.1063 -0.0291  0.101
C 0.8243 -2.0236 -1.0435  0.035
Cl 2.2188 -1.5860 -1.9476  0.045
N -0.2709 -1.1377 -1.2015  -0.610
C -0.3208 -0.0138 -0.4516  0.581
N 0.5775 0.3338 0.4622  -0.461
C 0.1616 1.5164 0.9125  0.245
N -0.9595 1.9041 0.3267  0.017
N -1.7970 3.0189 0.5338  -0.562
N -1.3074 0.9201 -0.5502  -0.180
C -2.5205 0.8887 -1.3473  -0.344
C -3.6957 0.3352 -0.5237  0.765
O -4.4387 1.0710 0.0187  -0.502
O -3.8366 -0.9918 -0.4607  -0.637
H -0.7256 -2.5829 1.2361  0.231
H -0.3354 -4.3175 1.1160  0.270
H -1.3189 -3.5341 -0.1253  0.219
H -0.9518 -1.3045 -1.9226  0.412
H 0.6473 2.1017 1.6744  0.247
H -1.2600 3.6610 1.1101  0.405
H -1.9191 3.4849 -0.3625  0.387
H -2.8125 1.8889 -1.6431  0.267
H -2.3117 0.3217 -2.2493  0.236
H -3.0317 -1.4484 -0.7346  0.480
C 4.0168 -5.2957 3.8485  -0.831
S 3.4584 -6.4652 2.6038  1.245
O 2.0270 -6.7452 2.8868  -0.989
C 4.4121 -7.8572 3.2157  -0.830
H 3.5009 -4.3542 3.6724  0.234
H 3.7680 -5.6746 4.8394  0.235
H 5.0923 -5.1485 3.7512  0.231
H 4.1408 -8.0536 4.2526  0.235
H 5.4750 -7.6328 3.1300  0.231
H 4.1688 -8.7200 2.6000  0.245
C -6.0440 4.0739 1.2653  -0.831
S -4.9914 5.3771 0.6261  1.251
O -3.5913 5.0143 1.0007  -1.028
C -5.5148 6.6447 1.7795  -0.827
H -5.8300 3.1660 0.7061  0.251
H -5.8254 3.9168 2.3212  0.234
H -7.0871 4.3567 1.1260  0.236
H -5.3316 6.3048 2.7984  0.236
H -6.5731 6.8532 1.6262  0.238
H -4.9323 7.5403 1.5763  0.246
C 5.0034 2.1704 -5.4112  -0.833
S 3.9013 3.0529 -4.3016  1.254
O 4.7470 3.8900 -3.4184  -0.976
C 3.4212 1.6153 -3.3305  -0.837
H 5.4522 2.9034 -6.0774  0.248
H 5.7807 1.6731 -4.8315  0.234
H 4.4318 1.4475 -5.9934  0.227
H 4.3069 1.1466 -2.9013  0.235
H 2.8811 0.9084 -3.9615  0.223
H 2.7703 1.9662 -2.5318  0.224

LUMO level: -3.02 eV
total charge: +1
2S+1: 1



[2]
Formula: C13H28N3O4
Source: the OMol25 dataset
Level of theory: ωB97M-V with the def2-TZVPD basis set

Last column: natural (NBO) charge in e.
Geometry (Å):
C 0.3327 3.4371 4.4335  -0.649
C 0.0757 4.3173 3.1888  -0.072
O 0.8062 3.9256 2.0364  -0.530
C 0.3913 2.6814 1.5015  -0.100
C -0.3924 2.9305 0.1856  -0.106
O 0.0938 2.2398 -0.9622  -0.508
C 0.2124 0.8510 -0.7906  -0.081
C -1.0653 0.1094 -0.3151  -0.134
O -0.8228 -0.4858 0.9775  -0.530
C -0.4233 -1.8152 0.9162  0.101
N 0.8622 -2.0394 1.6193  -0.697
C 2.0361 -2.0466 0.9748  0.753
N 2.4496 -3.1391 0.1895  -0.601
C 3.4391 -2.6126 -0.7676  -0.247
C 3.9907 -1.3632 -0.0595  -0.256
N 2.9474 -1.1219 0.9519  -0.477
H 1.0194 3.8872 5.1495  0.222
H -0.6314 3.2907 4.9357  0.215
H 0.6692 2.4309 4.1681  0.203
H -0.9963 4.4549 2.9904  0.165
H 0.4410 5.3180 3.4408  0.199
H -0.2597 2.1130 2.1774  0.184
H 1.2976 2.0801 1.3554  0.161
H -0.2774 3.9941 -0.0364  0.221
H -1.4720 2.7894 0.3326  0.165
H 1.0584 0.5601 -0.1492  0.119
H 0.4532 0.4518 -1.7848  0.198
H -1.3221 -0.6370 -1.0698  0.226
H -1.9358 0.7580 -0.2161  0.212
H -1.1557 -2.4068 1.4727  0.202
H -0.3010 -2.2074 -0.0989  0.199
H 0.8556 -2.2429 2.6093  0.440
H 2.9088 -3.8331 0.7817  0.418
H 4.2990 -3.2644 -0.9310  0.233
H 2.9721 -2.4880 -1.7473  0.226
H 4.3290 -0.5242 -0.6628  0.258
H 4.8794 -1.7201 0.4781  0.219
H 2.6392 -0.1524 1.0127  0.440
C -3.0615 -0.8130 -4.5047  -0.724
C -2.9487 -1.8871 -3.4552  0.620
O -1.9825 -1.9561 -2.7216  -0.595
C -4.0828 -2.8722 -3.3529  -0.723
H -2.1797 -0.1758 -4.4682  0.233
H -3.1279 -1.2654 -5.4951  0.242
H -3.9458 -0.2017 -4.3186  0.239
H -4.1928 -3.4126 -4.2941  0.241
H -5.0106 -2.3488 -3.1174  0.239
H -3.8716 -3.5873 -2.5601  0.234

LUMO level: -4.04 eV
total charge: +1
energy above the lowest of the compared OMol25 structures with the same formula, charge and spin: 391.4 kJ/mol
2S+1: 1



[3]
Formula: C13H28O5Si2
Source: the OMol25 dataset
Level of theory: ωB97M-V with the def2-TZVPD basis set

Last column: natural (NBO) charge in e.
Geometry (Å):
C -1.4767 1.3863 0.8141  -1.148
Si -1.4430 0.5080 -0.8328  1.914
C -0.2420 1.3727 -1.9757  -1.144
C -0.8687 -1.2500 -0.5728  -1.134
O -2.9437 0.4807 -1.5053  -1.250
Si -4.1123 1.5161 -2.0340  1.911
C -5.5440 0.5137 -2.6770  -1.137
C -3.4376 2.5890 -3.4076  -1.145
C -4.6920 2.5961 -0.6241  -1.145
H -1.6720 2.4542 0.6966  0.240
H -0.5132 1.2885 1.3217  0.242
H -2.2485 0.9721 1.4663  0.240
H -0.2844 0.9528 -2.9831  0.238
H 0.7813 1.2668 -1.6065  0.234
H -0.4554 2.4411 -2.0477  0.239
H -0.8155 -1.8031 -1.5126  0.240
H -1.5287 -1.7957 0.1040  0.243
H 0.1318 -1.2394 -0.1308  0.217
H -5.2499 -0.1241 -3.5124  0.240
H -6.3262 1.1909 -3.0292  0.235
H -5.9737 -0.1220 -1.9008  0.241
H -2.6771 3.2816 -3.0410  0.236
H -4.2397 3.1812 -3.8541  0.239
H -2.9874 1.9819 -4.1958  0.239
H -3.9144 3.2908 -0.2997  0.236
H -4.9855 1.9938 0.2382  0.240
H -5.5582 3.1864 -0.9324  0.238
O 2.4864 2.3793 1.6442  -0.548
C 3.1920 1.4168 1.6117  0.793
O 4.4683 1.4939 2.0795  -0.677
C 2.7847 0.0686 1.0590  -0.534
C 2.5797 -0.9738 2.1755  -0.387
C 2.8827 -2.4151 1.7569  -0.339
C 4.2563 -2.6673 1.1239  -0.440
C 4.8735 -3.8017 1.9624  -0.068
O 3.9591 -4.0915 3.0250  -0.481
C 2.8690 -3.3040 2.9909  0.795
O 2.0347 -3.3192 3.8421  -0.557
H 4.8305 0.6133 2.2190  0.476
H 3.5203 -0.2662 0.3263  0.221
H 1.8398 0.2382 0.5474  0.242
H 3.1687 -0.7352 3.0667  0.207
H 1.5409 -0.9258 2.4981  0.245
H 2.0952 -2.7934 1.1005  0.242
H 4.1530 -2.9939 0.0913  0.227
H 4.9001 -1.7876 1.1099  0.204
H 5.8249 -3.5322 2.4182  0.189
H 5.0169 -4.7135 1.3862  0.190

LUMO level: 0.24 eV
total charge: 0
SMILES: C[Si](C)(C)O[Si](C)(C)C.O=C(O)CC[C@H]1CCOC1=O
2S+1: 1



[4]
Formula: C13H29Cl2N2PPd
Source: the OMol25 dataset
Level of theory: ωB97M-V with the def2-TZVPD basis set

Last column: natural (NBO) charge in e.
Geometry (Å):
Pd 1.0877 0.3571 2.3287  0.712
Cl 1.9336 0.3239 -0.2413  -0.335
Cl -1.1528 -0.3859 2.8909  -0.553
H 2.4312 0.3493 1.0874  0.045
H -0.8697 -0.0079 -0.7778  -0.185
P -1.7739 0.4799 -1.7733  1.012
C -0.7710 -0.1758 -3.1415  -0.537
C -3.2335 -0.4276 -1.0681  -0.525
C -1.2776 2.2730 -1.4059  -0.502
C 0.1709 -1.2960 -2.6806  -0.619
H -0.1623 0.7138 -3.4038  0.226
C -1.5841 -0.5507 -4.3989  -0.607
H -2.3017 -1.3502 -4.1922  0.201
H -0.8931 -0.8835 -5.1783  0.203
H -2.1619 0.3047 -4.7783  0.218
H 0.9199 -0.8958 -1.9898  0.220
H 0.7126 -1.7063 -3.5516  0.204
H -0.3559 -2.1149 -2.1667  0.204
H -0.2445 2.3217 -1.8053  0.216
C -1.2188 2.4483 0.1159  -0.629
C -2.1374 3.2333 -2.2294  -0.625
H -1.9172 3.1623 -3.3000  0.211
H -1.9642 4.2713 -1.9221  0.203
H -3.2032 3.0169 -2.1474  0.205
H -0.7034 1.5996 0.6109  0.205
H -2.1947 2.5363 0.5977  0.211
H -0.6072 3.3197 0.3850  0.213
C -2.8306 -1.7983 -0.5341  -0.627
H -3.9686 -0.5217 -1.9017  0.223
C -3.8011 0.4061 0.0783  -0.621
H -2.2259 -2.3972 -1.2201  0.200
H -3.7319 -2.3853 -0.3349  0.208
H -2.2811 -1.7083 0.4140  0.225
H -3.1216 0.3970 0.9373  0.224
H -4.7486 -0.0300 0.3938  0.212
H -3.9948 1.4373 -0.2248  0.207
C 5.9602 -2.0121 3.6392  -0.404
N 4.7255 -1.2996 3.7559  -0.322
C 4.1888 -0.7625 4.9362  -0.080
C 2.9655 -0.2602 4.6051  -0.069
N 2.7699 -0.4383 3.2328  -0.555
C 3.8308 -1.0740 2.7493  0.215
H 6.8055 -1.3401 3.8488  0.218
H 5.9686 -2.8343 4.3657  0.219
H 6.0469 -2.4101 2.6192  0.225
H 4.7151 -0.7505 5.8900  0.237
H 2.1877 0.2047 5.1756  0.239
H 4.0120 -1.3391 1.7100  0.233

LUMO level (spin up / spin down): 0.20 / -2.84 eV
total charge: 0
2S+1: 5



no.,electronic energy (eV),molar mass (u)
1,-89163.2617,501.50
2,-26586.4281,290.38
3,-39933.2051,320.53
4,-54738.3656,421.69